{
  "formula": "HNO4S",
  "method": "wB97M-V/def2-TZVPD",
  "elements": ["N", "O", "O", "O", "O", "S", "H"],
  "positions_angstrom": [[4.91958, -0.92566, -2.65665], [4.11043, -0.86899, -1.82496], [1.88312, -0.84217, 2.09267], [-0.16168, 0.77217, 0.51541], [1.02934, 0.23643, -0.05298], [2.27775, 0.07081, 1.03870], [-0.79334, 0.03531, 0.49692]],
  "atomic_forces_ev_per_a": [[-1.5, 0.1, 1.5], [1.5, -0.1, -1.5], [-0.1, -0.5, 0.5], [-0.3, 0.5, 0.4], [0.6, -0.4, -0.2], [-0.6, 0.6, -0.7], [0.4, -0.2, -0.1]],
  "nbo_charge": [0.202, -0.204, -0.785, -0.430, -0.470, 1.217, 0.470],
  "total_energy_ha": -754.2833,
  "orbital_gap_ev": [7.580, 9.270],
  "lumo_energy_ev": [-1.334, 0.048],
  "e_homo_ev": [-8.91, -9.22]
}